No. 1
{"formula": "C25H45NP2ReSe", "method": "ωB97M-V/def2-TZVPD", "symbols": ["C", "H", "C", "C", "H", "H", "C", "H", "C", "H", "H", "H", "C", "C", "H", "C", "C", "H", "H", "H", "H", "H", "C", "N", "C", "H", "H", "H", "H", "Re", "H", "Se", "H", "H", "H", "H", "H", "P", "C", "H", "C", "C", "H", "H", "H", "H", "H", "H", "C", "H", "C", "H", "C", "C", "H", "P", "H", "C", "C", "H", "H", "H", "C", "H", "C", "H", "C", "H", "H", "C", "H", "H", "C", "H", "H"], "xyz": [[-3.746704, 1.646290, 0.814015], [-3.462665, -1.361137, -2.692559], [2.458479, -2.354275, 4.378182], [-0.853008, -1.858355, -3.423364], [2.162663, -1.245602, -3.228098], [-1.023089, -3.677467, -2.220093], [-1.896417, 3.606497, 1.586581], [-1.188446, -1.880663, 0.844452], [3.492319, 1.404569, 1.216267], [-2.724544, 4.733985, -0.851960], [-1.457018, 2.979915, 2.379680], [2.985689, 1.692662, 2.150668], [0.103261, 0.639871, 2.088477], [-0.330076, -2.830920, -2.339761], [-1.155344, 4.358238, 1.281092], [2.054277, -0.157702, -3.227886], [-3.108305, -0.844368, -1.788090], [-2.273379, 1.114690, -2.316462], [-1.851971, -2.154733, -3.763868], [3.263872, -1.569118, 0.448957], [2.339433, -1.348588, 4.793506], [4.071916, 0.491882, 1.411666], [1.650647, 2.175793, -0.401209], [-0.378752, 0.437044, 1.004051], [-3.131653, 3.724350, -1.002222], [-3.384627, -1.702564, 0.163711], [-2.826664, 4.083854, 1.924090], [-4.393371, 2.380766, 1.313301], [-3.386119, 0.893473, 1.530372], [-0.268593, -0.158761, -1.035200], [3.014260, -1.938337, -1.260226], [0.711411, 1.014288, 3.679154], [-1.184293, -2.555324, 3.643502], [1.214218, 2.712681, -3.527915], [0.697616, -2.500640, -0.415608], [-0.255127, -1.423033, 4.648836], [2.321073, 4.189919, -0.064796], [-2.307650, 2.561499, 0.141863], [-2.726750, -1.864615, -0.703037], [-2.899639, 3.393104, -2.024310], [-0.260458, -2.434281, 4.221303], [0.523750, 2.598400, -2.675628], [-3.955365, -0.239856, -1.441749], [0.575961, 4.015923, -0.249615], [0.455557, -4.863005, 2.458478], [-0.509501, 0.291951, -3.687485], [4.383508, -0.922202, -0.762569], [-4.295841, 1.139127, 0.010867], [-1.297128, -1.713192, -0.226622], [3.030549, 0.268360, -3.492038], [3.324946, -1.153674, -0.564441], [4.218898, 2.193300, 0.960763], [1.467966, 3.533698, 0.162585], [2.467012, 0.043460, -0.692520], [-0.192650, -1.923514, -4.295769], [1.171190, -2.617315, 3.075759], [-0.208693, -3.201872, 5.004068], [1.089799, 1.704867, -1.626003], [-1.942201, 0.092477, -2.095191], [-2.924724, -2.891335, -1.041576], [-4.217270, 3.695607, -0.835058], [0.636887, -3.246825, -2.664706], [-0.129595, -2.114345, -1.009894], [2.376364, -3.118690, 5.160989], [2.528208, 1.191133, 0.111381], [-0.421806, 2.234908, -3.085141], [1.227087, -4.465543, 3.129944], [1.047593, -4.817387, 4.154682], [1.363307, 0.112747, -4.024405], [1.639271, 0.347061, -1.873010], [2.204683, -4.815424, 2.776849], [0.325822, 3.599774, -2.280237], [-0.851767, -0.417119, -2.928967], [1.373105, 3.504555, 1.258124], [3.448604, -2.420942, 3.911075]], "forces_ev_per_a": [[0.555, -0.809, -0.207], [0.207, 0.335, 0.126], [0.265, 0.177, -0.529], [0.192, -0.315, -0.179], [-0.035, 0.138, 0.026], [0.304, 0.153, 0.078], [0.943, -0.342, -0.287], [0.159, 0.269, -0.134], [0.298, -0.323, 0.343], [-0.176, -0.290, -0.107], [-0.251, 0.309, -0.142], [0.177, 0.027, -0.342], [-1.078, 0.015, -1.202], [0.191, -0.180, -0.424], [-0.315, -0.092, 0.250], [0.655, 0.138, -0.245], [-0.372, 0.060, 0.224], [0.311, -0.111, -0.041], [0.176, 0.098, -0.011], [0.068, 0.065, -0.095], [0.126, -0.189, 0.105], [-0.214, 0.279, -0.010], [-0.992, 0.043, -1.618], [0.891, 0.572, 1.573], [0.741, -0.141, -0.683], [0.237, -0.175, -0.186], [0.241, -0.122, -0.074], [0.180, -0.171, -0.128], [-0.255, 0.237, -0.123], [1.648, 5.140, 5.441], [0.118, 0.150, 0.073], [-0.160, 0.092, -0.352], [-0.021, -0.038, 0.270], [-0.119, -0.099, 0.304], [0.076, 0.053, 0.135], [-0.112, -0.410, 0.040], [-0.076, -0.248, -0.003], [-1.620, 0.721, 1.393], [-0.575, 0.021, 0.173], [-0.328, 0.339, 0.094], [-0.293, 0.235, -0.391], [-0.398, 0.399, -0.302], [0.129, -0.225, -0.144], [0.209, -0.058, 0.069], [0.167, -0.094, 0.199], [-0.145, -0.199, 0.212], [-0.292, 0.092, 0.011], [0.095, 0.194, 0.275], [-0.413, -2.168, 0.403], [-0.073, -0.095, -0.006], [-0.175, -0.594, 0.254], [-0.300, -0.093, 0.034], [-0.271, 0.230, 0.385], [-0.210, 0.081, -1.822], [-0.256, 0.029, 0.098], [0.184, -0.595, 0.977], [-0.087, 0.324, -0.104], [0.973, 1.058, 0.577], [-1.691, -0.190, -1.583], [0.154, 0.144, 0.092], [0.345, 0.001, -0.009], [-0.351, 0.049, 0.160], [-0.318, -2.932, -0.287], [-0.011, 0.292, -0.103], [0.288, -0.339, 0.516], [0.111, 0.023, -0.076], [-0.049, 0.077, -0.563], [0.098, 0.041, -0.312], [0.067, 0.012, 0.181], [1.118, -0.973, 0.103], [-0.216, -0.016, 0.089], [0.119, -0.151, -0.086], [-0.554, 0.086, -2.374], [0.071, -0.029, -0.246], [-0.084, 0.007, 0.249]], "e_homo_ev": [-13.4, -13.4], "multiplicity": 4, "s_squared": 3.8344, "charge": 2, "relative_energy_kcal_mol": 0.00, "energy_ev": -114178.9803}


No. 2
{"formula": "C25H45NP2RuS", "method": "ωB97M-V/def2-TZVPD", "symbols": ["H", "C", "H", "H", "H", "H", "H", "C", "C", "H", "C", "H", "C", "C", "H", "C", "P", "H", "C", "H", "C", "S", "H", "H", "H", "H", "H", "C", "H", "H", "H", "C", "H", "H", "H", "P", "C", "H", "C", "H", "H", "C", "H", "C", "H", "C", "Ru", "H", "C", "H", "H", "H", "C", "H", "C", "H", "H", "H", "H", "H", "H", "C", "C", "C", "H", "C", "C", "H", "H", "H", "H", "H", "C", "N", "H"], "xyz": [[0.249533, -5.789050, -0.022428], [-0.801599, -2.069285, 3.231195], [3.345396, -0.803007, -2.183417], [2.755100, 3.543847, 1.084211], [-1.682495, 0.197897, 4.806472], [-3.133421, -0.767872, 4.351077], [2.195876, 1.058137, 3.678122], [-1.822218, -4.183046, -0.757160], [2.716607, -0.127445, -0.232297], [0.075387, -4.840448, -2.644350], [-2.618265, 0.191978, 4.229549], [3.273329, -2.063040, -0.937921], [2.207523, -0.483753, 1.056524], [-0.244134, 3.064603, -1.816040], [-3.225527, 0.054093, -1.599082], [-1.536693, 2.724008, -1.285381], [-0.134319, -3.440374, -0.636993], [0.040666, -3.087340, -3.044755], [1.713265, 1.770832, 0.671933], [1.199302, 3.794231, 0.276753], [0.310676, 1.121636, -3.366534], [-1.559198, -1.436016, 1.891224], [0.524949, -4.683292, 1.360900], [3.535925, -1.572943, 2.308660], [-0.551138, 3.009790, -3.964756], [-0.411905, 0.772071, -4.115042], [1.304682, 0.899019, -3.755044], [3.145204, 2.077683, -1.515801], [-1.345433, 2.664459, 3.223053], [3.056711, 1.579053, -2.499247], [-4.456687, 1.073650, 1.939488], [0.162827, 2.655509, -3.206934], [-3.513765, 0.727546, 0.466526], [-2.379232, 0.066515, -3.110489], [1.753284, -4.814772, 0.065537], [-2.293068, 0.506490, 2.515758], [1.310696, 0.783901, 3.073007], [-3.255240, 1.036973, 4.510241], [2.589653, -1.722179, 1.779466], [-1.989610, 3.457067, -0.622431], [0.550793, 1.565957, 3.250230], [-3.755807, 0.383432, 1.472535], [0.914133, -0.457585, -1.950021], [2.546371, 1.253422, -0.441090], [-1.764217, -5.105237, -1.336353], [1.724935, 3.203057, 1.035955], [-0.020389, 1.560633, -0.517105], [-1.179900, -0.819074, -0.872242], [0.443206, -3.845167, -2.356304], [0.936406, -0.169509, 3.493695], [-2.496737, -3.476065, -1.249180], [1.126202, 3.129222, -3.432738], [-1.097770, 0.107780, -1.433794], [-2.205738, -4.396725, 0.244745], [0.173816, 0.330864, -2.095174], [4.225325, 2.267218, -1.374919], [-1.163613, 2.453808, 1.445103], [2.738387, -2.572203, 1.110496], [1.864845, -2.048160, 2.518194], [2.656643, 3.064536, -1.582401], [4.613704, -0.861939, -0.922244], [-1.806952, 2.248575, 2.322879], [3.534371, -1.003940, -1.113932], [-2.597271, 2.036144, -2.138674], [-3.597465, 2.271631, -1.735488], [0.675271, -4.819521, 0.281806], [1.650662, 0.657454, 1.645177], [1.542688, -3.821048, -2.415680], [-4.184964, -0.619162, 1.434513], [0.159743, 4.019881, -1.512785], [1.266407, 3.353816, 2.011905], [-2.620929, 2.449393, -3.167321], [-2.378508, 0.507360, -2.112431], [-0.239138, -2.576114, 4.127541], [-2.747153, 2.780142, 2.161506]], "forces_ev_per_a": [[-0.097, 0.509, -0.125], [0.858, -1.091, 0.872], [0.160, 0.047, 0.348], [0.180, 0.354, 0.106], [-0.314, 0.013, -0.202], [0.069, 0.320, 0.097], [-0.248, -0.041, -0.267], [-0.417, 1.312, 0.557], [0.541, 0.861, 0.326], [0.009, 0.277, 0.373], [-0.507, 0.315, 0.366], [0.334, 0.304, -0.064], [-0.172, 1.080, 0.115], [-1.028, 1.192, -1.172], [-0.024, -0.158, 0.085], [-0.626, 1.536, -0.720], [-0.533, -3.374, -1.007], [0.147, -0.305, 0.071], [2.114, -1.420, -0.008], [0.188, 0.210, 0.378], [0.091, -0.075, -0.507], [1.066, -3.635, -1.067], [0.090, -0.120, -0.200], [0.007, -0.058, -0.010], [0.124, 0.128, 0.247], [0.088, -0.088, 0.072], [-0.072, 0.045, -0.225], [0.289, 0.392, -0.840], [0.025, -0.175, -0.131], [0.020, 0.304, 0.294], [-0.426, 0.030, -0.312], [0.279, -0.093, -0.419], [0.043, 0.055, 0.040], [-0.133, 0.103, -0.208], [-0.312, 0.015, 0.171], [1.114, 1.890, -0.635], [-0.609, -0.020, 0.929], [-0.051, -0.282, 0.565], [-0.078, -0.538, 0.084], [0.266, 0.089, 0.210], [0.363, -0.339, -0.001], [-0.356, 0.247, 0.489], [-0.025, 0.225, -0.033], [-1.932, 0.119, 0.986], [0.242, 0.102, -0.008], [0.049, 0.521, 0.275], [1.222, -0.681, 3.029], [0.103, -0.169, 0.174], [0.480, 1.356, -0.124], [0.161, 0.478, -0.167], [-0.034, -0.194, 0.033], [-0.247, -0.082, -0.028], [0.263, -1.437, -1.390], [0.059, 0.102, -0.138], [-1.002, -1.658, -0.478], [-0.344, -0.129, 0.127], [-0.231, -0.332, 0.431], [0.083, 0.007, -0.103], [-0.182, 0.092, 0.183], [0.214, -0.389, -0.046], [-0.373, -0.172, -0.132], [-0.723, 0.918, 0.261], [-0.199, -0.430, -0.284], [-0.139, -0.128, -0.078], [0.393, -0.087, -0.064], [0.687, 0.789, 0.726], [0.261, -0.449, -1.268], [-0.409, 0.037, 0.049], [0.095, 0.160, 0.093], [0.176, 0.179, 0.185], [-0.094, 0.213, -0.016], [0.238, -0.257, 0.414], [-0.545, 0.175, -0.203], [-0.749, 0.833, -1.010], [0.038, 0.472, -0.074]], "e_homo_ev": [-8.3, -9.6], "multiplicity": 6, "s_squared": 8.7968, "charge": 1, "relative_energy_kcal_mol": 114.82, "energy_ev": -60126.1479}


No. 3
{"formula": "C25H46CeO3P2S", "method": "ωB97M-V/def2-TZVPD", "symbols": ["H", "H", "H", "H", "C", "H", "H", "H", "C", "H", "H", "C", "O", "H", "H", "H", "H", "H", "H", "H", "H", "C", "H", "H", "C", "C", "C", "C", "C", "H", "H", "H", "H", "C", "H", "H", "C", "O", "C", "H", "H", "P", "S", "C", "C", "H", "C", "H", "C", "H", "C", "H", "C", "C", "H", "H", "C", "H", "P", "H", "C", "O", "H", "H", "C", "H", "H", "H", "H", "Ce", "C", "H", "H", "H", "C", "C", "H", "H"], "xyz": [[4.043715, -0.616820, 5.477230], [-2.364470, 3.797098, -2.832256], [0.728015, 2.337220, -5.757099], [-1.525663, -1.276365, -1.789823], [1.287432, -2.122013, 2.706959], [-3.476403, -2.464764, -0.987695], [5.645784, -1.628624, 2.269390], [-4.227855, -0.907568, 2.795420], [-2.633789, 0.322393, 2.338818], [1.869377, -1.289726, 5.941057], [4.003809, 0.647745, 4.198165], [-1.617679, 0.434159, -0.429416], [1.226663, 3.697759, 1.941870], [0.409872, -2.174078, -4.925630], [-4.843139, -1.875200, 0.762934], [-3.670559, 1.199844, -0.304803], [4.783226, -0.637540, 1.081886], [4.966321, -2.404495, 0.826679], [-1.546433, 2.899732, -5.470697], [0.232261, -1.355740, 5.208488], [-0.998055, 3.377889, -1.743105], [-2.143952, -0.830675, -1.000366], [-1.056911, -1.343144, -4.350665], [-0.565531, -1.962592, 1.559759], [2.196356, -0.209821, -5.900114], [-1.307604, 1.855321, -5.247732], [0.064825, 1.463326, -5.769609], [-2.670927, 1.441001, 1.585416], [0.681773, 2.405219, 4.253745], [-3.714814, 1.431045, -4.057120], [-0.921248, 0.242905, 0.398483], [-2.808725, -1.825687, 2.315143], [-0.435442, -3.434366, 2.550345], [-0.213914, -1.277084, -5.052091], [-0.667400, 3.978053, -3.388874], [-4.675740, -0.210481, 0.443497], [2.370416, -2.519070, 1.823666], [0.438263, 1.341730, 1.825954], [-0.182621, -2.360862, 2.517169], [2.918160, 0.613992, -5.918495], [0.384454, 3.447581, 4.420411], [0.883067, 0.174667, -4.668711], [1.254417, 2.404030, 2.547627], [-3.125645, 1.174678, -3.168752], [-3.403427, -0.934458, 2.058219], [1.782989, -0.342590, -6.907822], [-3.214780, -1.492804, -0.535081], [-2.449526, 2.477536, -0.242776], [3.273095, -1.255435, 3.568306], [-0.592978, -1.254940, -6.083858], [1.879083, -1.403728, 3.807755], [-0.177291, 1.733689, 4.379731], [2.302688, -2.914636, 0.398180], [4.805445, -1.638241, 1.578731], [-0.992344, 0.936720, -1.185554], [5.224989, -0.655324, 4.173889], [-1.353209, 3.371051, -2.785334], [2.714412, -1.126328, -5.600064], [-1.346440, 1.631922, -3.391011], [-2.098799, 1.234879, -5.682296], [-4.066669, -1.103542, 0.641296], [2.656344, 1.778584, 2.635801], [-3.202990, 0.094164, -2.973803], [1.511552, 2.130646, 4.919554], [3.598709, -1.932871, 2.358317], [3.193020, -3.523476, 0.183814], [2.351062, -2.059735, -0.333820], [1.202786, 0.147216, 5.153351], [-2.129658, 0.329506, 3.315592], [2.278267, -0.199295, 1.470482], [1.249999, -0.954107, 5.086703], [-0.753658, -1.849844, 3.305050], [1.380878, -3.467569, 0.185240], [-3.500487, 1.715324, -2.290117], [-2.684651, 1.452498, 0.092838], [4.182382, -0.423547, 4.404081], [-2.629062, 2.419833, 2.074414], [0.014586, 1.118228, -6.806868]], "forces_ev_per_a": [[-0.059, 0.119, -0.312], [0.288, 0.045, -0.008], [0.000, -0.113, -0.020], [-0.400, 0.111, 0.079], [1.188, -0.782, 0.577], [0.184, 0.608, 0.082], [0.268, 0.206, -0.289], [0.246, -0.082, -0.294], [-0.354, 0.830, -0.120], [-0.379, 0.065, -0.412], [0.201, -0.366, 0.306], [0.276, 1.189, -0.177], [-0.091, -0.534, 0.555], [-0.259, 0.142, -0.037], [0.359, 0.057, 0.008], [0.238, 0.175, -0.146], [0.119, -0.104, -0.082], [0.247, 0.162, -0.217], [-0.086, -0.115, -0.159], [0.390, 0.179, 0.007], [-0.140, 0.159, -0.320], [-0.279, -1.031, 0.541], [0.154, 0.025, -0.206], [0.128, -0.143, 0.169], [0.180, -0.174, -0.080], [-0.244, 0.214, 0.509], [0.300, 0.095, 0.412], [-0.021, -0.241, 1.198], [-0.097, 0.756, -0.207], [0.029, 0.054, 0.268], [-0.266, -0.141, -0.112], [-0.259, 0.072, -0.177], [0.129, 0.393, -0.046], [0.084, -0.021, 0.231], [-0.129, -0.091, 0.173], [0.278, -0.136, 0.012], [0.491, 0.218, 1.825], [0.915, 0.836, 0.676], [-0.198, -0.078, -0.014], [-0.047, -0.168, -0.033], [-0.009, -0.309, 0.219], [0.200, -0.102, -1.084], [0.291, -1.179, -0.230], [-0.018, 0.003, 0.083], [0.278, -0.657, -0.864], [0.146, -0.034, 0.153], [0.781, -0.402, -0.217], [-0.066, -0.498, 0.072], [-0.517, -0.770, -0.158], [0.102, 0.016, 0.257], [0.303, -0.744, -0.643], [0.309, 0.238, -0.239], [-0.072, -0.599, -0.068], [0.449, -0.576, 0.090], [-0.236, -0.277, 0.190], [-0.060, 0.153, 0.078], [0.002, 0.073, 0.130], [0.058, 0.133, -0.109], [-0.664, 0.006, -0.657], [0.164, 0.011, 0.094], [-0.853, -0.038, 0.961], [-0.902, 0.724, -0.029], [-0.125, 0.479, -0.168], [-0.274, 0.214, -0.381], [-1.571, -1.151, 1.127], [-0.484, 0.062, -0.268], [-0.084, -0.143, 0.185], [-0.021, -0.640, 0.047], [-0.838, 0.390, 0.083], [-0.970, 3.592, -2.300], [-0.307, 0.310, 0.282], [0.196, -0.204, -0.243], [0.305, 0.091, -0.169], [-0.124, -0.229, -0.392], [-0.093, -0.111, -0.133], [0.346, 0.177, 0.084], [0.892, -0.306, -0.057], [0.084, -0.094, 0.114]], "e_homo_ev": [-9.4, -9.4], "multiplicity": 2, "s_squared": 0.7512, "charge": 1, "relative_energy_kcal_mol": 27.92, "energy_ev": -75148.2814}